This record from the Open Molecules 2025 dataset describes a cluster of 2 separate species, C3H3N in total in a non-equilibrium geometry. The level of theory is wB97M-V/def2-TZVPD.

Atoms and positions in Å:
C1 0.53 0.87 -0.72
C2 1.03 1.09 0.35
C3 -1.42 -0.26 -0.26
N1 -1.10 -1.28 0.24
H1 0.36 0.31 -1.59
H2 1.39 1.46 1.35
H3 -0.79 -2.19 0.63

Results
* 2S+1: 1
* orbital gap: 0.392 hartree
* energy: -4645.141 eV
* LUMO energy: 0.041 Ha
* E_HOMO: -9.532 eV
* ΔE to the lowest compared entry with this formula, charge and spin: 78.01 kcal per mole